(1)
ORCA calculation (ωB97M-V/def2-TZVPD) on the molecule C3H7N3O2.

CARTESIAN COORDINATES (ANGSTROEM)
H1 -1.733 1.217 1.598
H2 -1.652 -2.229 -0.650
N1 2.034 -0.311 -0.215
H3 -1.904 2.230 0.198
N2 0.355 1.300 -0.206
C1 -1.936 1.202 0.550
N3 -0.710 -0.752 -0.412
H4 0.787 -1.506 0.617
H5 -2.841 0.643 0.335
H6 3.055 -0.322 -0.233
C2 1.508 0.883 -0.465
C3 -0.738 0.495 -0.102
O1 1.580 -0.972 0.942
H7 2.225 1.577 -0.874
O2 -1.918 -1.373 -0.324

Results
* HOMO energy: -8.50 eV
* energy relative to the best compared isomer or geometry (same formula, charge and spin): 121.4 kcal per mole
* lowest unoccupied orbital energy: 0.80 eV
* 2S+1: 1
* structure (SMILES): CC(/N=C\NO)=N\O

=====

(2)
ORCA calculation (ωB97M-V/def2-TZVPD) on a structure of composition C12H37NNbO13P2S3.

CARTESIAN COORDINATES (ANGSTROEM)
C1 -1.602 -2.127 6.341
S1 2.611 5.849 2.526
H1 -2.976 -1.757 0.279
H2 4.874 6.163 1.904
C2 2.184 -2.790 -6.096
O1 -2.704 -1.333 5.917
H3 3.726 6.739 0.658
H4 -4.850 -2.205 -3.347
C3 1.096 3.597 4.307
H5 -0.914 -0.872 7.969
C4 -1.274 -1.892 7.804
O2 2.672 7.003 3.396
O3 -4.406 -3.338 -1.235
C5 3.951 5.939 1.366
H6 -2.164 -2.025 8.426
H7 -4.070 1.695 4.733
H8 1.166 2.758 3.607
H9 0.916 -4.441 -0.717
O4 -1.399 0.452 4.737
N1 -3.116 1.310 -0.092
H10 2.810 -3.532 -5.587
C6 -4.014 0.615 4.889
H11 -3.374 -4.004 -3.471
O5 2.390 0.014 -7.261
H12 -2.834 2.252 0.317
C7 -0.754 0.998 1.100
C8 3.669 -1.050 -9.291
C9 0.814 -3.392 -6.349
O6 1.475 -2.307 -2.772
H13 -3.036 0.105 -2.654
H14 3.745 -2.002 -9.820
H15 0.364 -3.742 -5.417
C10 -2.092 0.457 0.257
H16 -0.539 0.055 -2.288
S2 2.329 -1.140 -8.131
O7 1.409 5.499 1.795
H17 -1.089 -1.654 0.350
H18 0.884 -4.231 -7.049
O8 3.123 4.537 3.345
H19 0.417 4.332 3.864
H20 -4.045 0.095 3.930
H21 4.027 4.987 0.837
H22 -4.832 0.292 5.537
C11 2.466 4.198 4.561
H23 -1.632 -1.314 -4.248
H24 -0.823 2.144 1.334
O9 0.236 -3.681 -0.665
H25 0.135 -2.657 -6.793
H26 2.118 -1.918 -5.437
H27 0.168 0.720 0.396
H28 4.592 -0.826 -8.753
H29 -1.888 -3.175 6.205
O10 1.127 -1.490 -8.862
O11 -2.475 0.921 6.982
H30 -0.495 -2.579 8.143
H31 -0.713 0.316 2.076
S3 -2.470 0.263 5.690
H32 1.501 -1.369 -2.370
H33 2.400 5.071 5.220
P1 -3.761 -2.890 -2.642
P2 -0.049 -3.073 -2.280
H34 -0.729 -1.945 5.705
O12 2.841 -2.452 -7.311
Nb1 -1.827 -1.243 -2.417
H35 3.444 -0.250 -9.999
H36 0.646 3.247 5.240
H37 3.092 3.457 5.070
O13 -0.415 -4.222 -3.312
C12 -2.049 -1.164 -0.151

Results
* HOMO energy: -5.31 eV
* lowest unoccupied orbital energy: 0.70 eV
* 2S+1: 1
* net charge: -1

=====

(3)
ORCA calculation (ωB97M-V/def2-TZVPD) on the molecule C3H9NS2.

CARTESIAN COORDINATES (ANGSTROEM)
H1 -0.722 2.088 -1.630
C1 -0.113 -0.975 0.851
H2 0.735 -1.650 0.604
S1 0.996 -1.004 3.572
C2 -0.642 -0.123 -0.380
S2 0.416 0.313 2.055
H3 0.410 2.016 -2.689
H4 0.918 -0.398 -1.837
N1 -0.269 1.401 -2.208
H5 1.329 1.013 -0.762
H6 -0.917 -1.667 1.087
H7 -1.266 0.690 -0.043
C3 0.444 0.480 -1.387
H8 -0.256 -1.261 3.911
H9 -1.062 -0.922 -1.146

Results
* HOMO energy: -9.00 eV
* energy relative to the best compared isomer or geometry (same formula, charge and spin): 26.1 kcal per mole
* lowest unoccupied orbital energy: 0.49 eV
* 2S+1: 1
* structure (SMILES): NCCCSS

=====

(4)
ORCA calculation (ωB97M-V/def2-TZVPD) on a cluster of 2 separate species, C21H32N4O5S in total.

CARTESIAN COORDINATES (ANGSTROEM)
N1 -2.832 2.751 -3.072
C1 2.193 -0.822 0.708
O1 -4.414 -2.853 -1.353
H1 4.836 -0.976 0.173
H2 -6.326 -1.252 -4.450
H3 -4.619 -0.278 -2.634
C2 -2.837 3.113 -1.759
H4 -5.880 3.821 -2.883
C3 4.556 -0.079 0.736
C4 4.607 0.309 4.108
O2 1.981 1.595 1.894
H5 -1.806 -2.705 -5.623
S1 -1.568 3.001 -0.484
C5 -1.697 -2.170 -4.643
C6 -0.521 -0.442 -3.392
H6 2.705 3.177 3.947
C7 -2.547 -2.481 -3.504
H7 2.482 -1.742 0.191
H8 0.568 1.750 -0.632
H9 -3.343 -3.263 -3.564
H10 5.425 0.222 1.325
C8 3.320 -0.335 1.622
H11 5.453 0.790 3.606
C9 -0.453 1.644 -1.113
C10 3.616 -1.495 2.593
H12 3.937 2.678 5.102
C11 -5.504 -0.983 -2.688
C12 -1.095 0.219 -0.858
C13 4.601 -1.170 3.713
H13 3.988 -2.364 2.038
C14 -2.347 -1.711 -2.207
H14 5.613 -1.462 3.417
O3 -3.012 -1.873 0.129
H15 4.360 0.716 0.012
O4 -4.121 3.601 -1.539
C15 -3.252 -2.113 -1.039
H16 -0.098 -0.962 -5.361
H17 1.951 -0.090 -0.065
H18 -6.419 -0.313 -2.595
H19 4.358 -1.786 4.584
C16 3.316 1.077 3.756
H20 1.929 -0.454 4.533
N2 -0.701 -1.179 -4.564
H21 4.376 2.955 3.416
H22 0.276 0.339 -3.376
H23 1.250 1.171 4.475
H24 2.425 0.752 5.713
H25 -0.296 1.889 -2.203
C17 3.596 2.557 4.070
O5 -5.578 -1.651 -3.973
N3 -3.993 2.990 -3.704
H26 -0.552 -0.396 -0.092
N4 3.076 0.937 2.318
C18 2.166 0.605 4.660
H27 -5.649 -1.401 -0.525
H28 -6.461 -2.665 -1.658
C19 -1.304 -0.633 -2.162
C20 -4.823 3.506 -2.722
H29 2.679 -1.830 3.049
H30 4.823 0.393 5.177
C21 -5.573 -1.999 -1.481
H31 -2.125 0.409 -0.424
H32 1.285 -1.039 1.276

Results
* HOMO energy: -4.38 eV
* energy relative to the best compared isomer or geometry (same formula, charge and spin): 247.7 kcal per mole
* lowest unoccupied orbital energy: -2.39 eV
* 2S+1: 1

=====

(5)
ORCA calculation (ωB97M-V/def2-TZVPD) on the molecule C5H12O.

CARTESIAN COORDINATES (ANGSTROEM)
H1 -0.044 2.257 0.633
H2 1.079 -2.457 0.710
H3 -0.659 0.726 -1.446
C1 -1.416 0.552 0.561
H4 -0.335 -1.770 1.570
H5 -1.625 2.449 1.387
C2 1.587 -0.531 -1.036
H6 1.274 -1.200 -1.839
O1 -0.743 0.008 -0.753
H7 -2.468 0.337 0.401
H8 -0.498 -2.367 -0.088
H9 -1.467 2.566 -0.384
H10 0.794 0.207 0.825
H11 2.523 -0.887 -0.600
C3 0.169 -1.850 0.604
C4 0.523 -0.490 0.018
C5 -1.119 2.017 0.520
H12 1.752 0.476 -1.433

Results
* HOMO energy: -6.42 eV
* energy relative to the best compared isomer or geometry (same formula, charge and spin): 108.3 kcal per mole
* lowest unoccupied orbital energy: 0.75 eV
* 2S+1: 1

=====

(6)
ORCA calculation (ωB97M-V/def2-TZVPD) on a structure of composition C4H7NO.

CARTESIAN COORDINATES (ANGSTROEM)
C1 -1.419 -1.117 -0.609
H1 1.922 0.100 1.354
C2 -0.366 0.442 0.008
H2 -2.343 0.322 0.735
H3 2.315 0.645 -0.291
H4 2.242 1.857 1.020
H5 -1.858 -1.303 -1.587
H6 0.801 -0.956 -1.277
O1 0.300 1.449 0.562
H7 -1.700 -1.912 0.090
C3 0.025 -0.708 -0.582
N1 -1.748 0.241 -0.079
C4 1.828 0.939 0.656

Results
* HOMO energy: -7.94 eV
* energy relative to the best compared isomer or geometry (same formula, charge and spin): 79.0 kcal per mole
* lowest unoccupied orbital energy: 1.04 eV
* 2S+1: 1

=====

no.,E_tot (eV),HOMO-LUMO gap (eV)
1,-11786.048,9.3
2,-93778.840,6.0
3,-26416.546,9.5
4,-49320.272,2.0
5,-7422.616,7.2
6,-7796.217,9.0